## 1
Below is a 2-piece molecular cluster, C3H9IN2 overall, with properties calculated with wB97M-V/def2-TZVPD.

```
15
Properties=species:S:1:pos:R:3:mulliken_charge:R:1
C -0.83 0.06 1.76 -1.139
C -0.64 0.92 0.54 0.141
C -0.97 0.26 -0.78 -0.841
N 2.03 -0.57 -1.20 -0.426
N 1.13 -1.02 -0.30 -0.270
I -0.12 1.00 -2.55 -0.017
H -1.03 0.65 2.66 0.333
H -0.09 -0.77 1.67 0.312
H -1.82 -0.51 1.62 0.246
H 0.48 1.07 0.52 0.153
H -1.43 1.78 0.61 0.320
H -1.78 -0.47 -0.89 0.489
H 2.37 0.28 -0.93 0.269
H 1.90 -0.75 -2.12 0.237
H 0.80 -1.94 -0.62 0.192
```

Summary:
net charge: 0
Kohn-Sham gap (alpha / beta): 8.09 / 8.38 eV
HOMO (alpha / beta): -7.678 / -7.918 eV

=====

## 2
Below is one molecule with the formula C3H9IN2, with properties calculated with wB97M-V/def2-TZVPD.

```
15
Properties=species:S:1:pos:R:3:mulliken_charge:R:1
C 0.76 1.71 -0.01 -1.408
C -0.98 -0.51 0.56 -1.033
C 1.14 0.29 -0.40 -0.104
N 0.72 -1.98 -0.29 -0.652
N 0.44 -0.73 0.31 0.104
I 3.28 -0.01 0.04 -0.023
H 0.84 1.85 1.06 0.397
H -0.25 1.93 -0.33 0.374
H 1.43 2.41 -0.50 0.428
H -1.36 -1.38 1.09 0.323
H -1.10 0.36 1.21 0.385
H -1.56 -0.37 -0.36 0.326
H 1.09 0.16 -1.49 0.431
H 0.12 -2.18 -1.09 0.227
H 0.61 -2.71 0.40 0.224
```

Summary:
net charge: 0
Kohn-Sham gap: 9.41 eV
SMILES: C[C@@H](I)N(C)N
HOMO: -8.768 eV

=====

2 is preferred energetically. Next in line: 342.5 kJ/mol higher.

=====

## 1
Below is a 2-piece molecular cluster, C3H12N4 overall, with properties calculated with wB97M-V/def2-TZVPD.

```
19
Properties=species:S:1:pos:R:3:mulliken_charge:R:1
C 1.15 1.84 -0.99 -0.656
N -0.48 0.10 1.44 0.032
N 0.51 0.00 2.44 -0.737
H -1.39 0.44 1.74 0.274
H 1.16 0.78 2.33 0.252
H 1.09 -0.83 2.19 0.320
H 1.58 1.27 -0.16 0.173
H 1.97 2.39 -1.46 0.307
H 0.39 2.54 -0.61 0.280
C -1.77 -1.26 -0.18 -1.155
C -0.44 -0.87 0.43 0.626
N 0.58 0.88 -1.99 -0.599
N 0.62 -1.61 0.25 -0.842
H 1.27 0.16 -2.22 0.249
H -0.36 0.56 -1.75 0.239
H 0.42 -2.36 -0.41 0.215
H -2.52 -1.40 0.59 0.347
H -2.10 -0.45 -0.84 0.298
H -1.68 -2.17 -0.78 0.378
```

Summary:
net charge: 0
Kohn-Sham gap: 9.51 eV
SMILES: [H]/N=C(\C)NN.CN
HOMO: -8.647 eV

=====

## 2
Below is C3H12N4 as an isolated structure, with properties calculated with wB97M-V/def2-TZVPD.

```
19
Properties=species:S:1:pos:R:3:mulliken_charge:R:1
C 1.86 -0.28 0.15 -1.170
C 2.33 -0.85 -1.20 -0.806
H 1.65 -1.64 -1.54 0.274
H 2.57 0.47 0.51 0.388
H 1.89 -1.06 0.92 0.325
H 0.13 -0.68 0.16 0.196
H 3.33 -1.27 -1.16 0.310
H 2.33 -0.07 -1.97 0.261
C -1.24 0.77 0.02 0.433
N -1.70 -1.33 1.11 -0.715
N -2.35 1.35 0.58 -0.448
N -0.21 1.50 -0.37 -0.481
N -0.99 -0.54 0.17 -0.025
H -2.53 -1.73 0.69 0.248
H -1.92 -0.82 1.96 0.250
H -2.57 2.27 0.25 0.242
H -3.15 0.75 0.71 0.239
H 0.86 0.77 -0.16 0.305
H -0.28 2.40 -0.83 0.172
```

Summary:
net charge: 0
Kohn-Sham gap: 7.86 eV
HOMO: -7.283 eV

=====

1 is preferred energetically. Next in line: 153.4 kJ/mol higher.

=====

## 1
Below is a 2-piece molecular cluster, CH8N5O overall, with properties calculated with wB97M-V/def2-TZVPD.

```
15
Properties=species:S:1:pos:R:3:mulliken_charge:R:1
C 0.01 0.81 1.34 0.184
N 0.94 1.54 0.73 -0.274
N -1.25 1.09 1.23 -0.315
N 0.18 0.30 -1.77 -0.679
N 0.05 -1.28 -0.25 0.017
N 0.03 -0.92 -1.45 0.379
O -0.16 -2.65 -0.40 -0.505
H 0.69 2.21 0.10 0.212
H -1.59 1.51 0.44 0.227
H -1.92 0.75 1.97 0.277
H 0.36 0.42 -2.77 0.233
H 0.38 -0.10 1.84 0.361
H 1.88 1.10 0.69 0.278
H 0.13 -1.72 -2.05 0.250
H 0.25 -3.06 0.35 0.356
```

Summary:
net charge: +1
Kohn-Sham gap: 9.14 eV
HOMO: -12.498 eV

=====

## 2
Below is a 2-piece molecular cluster, CH8N5O overall, with properties calculated with wB97M-V/def2-TZVPD.

```
15
Properties=species:S:1:pos:R:3:mulliken_charge:R:1
C 0.83 -0.71 0.26 0.752
N 1.98 -0.91 0.77 -0.657
N 0.33 -1.45 -0.78 -0.388
N 0.45 1.96 -0.79 -0.396
N 0.02 0.33 0.81 -0.476
N -0.14 1.49 0.31 0.572
O -2.02 -0.92 0.15 -0.671
H 2.24 -0.70 1.74 0.269
H 0.98 -2.04 -1.25 0.216
H -0.72 -1.58 -0.98 0.289
H 0.91 1.27 -1.33 0.255
H 0.30 2.98 -1.05 0.304
H -0.66 2.22 0.76 0.259
H -2.93 -0.81 0.40 0.329
H -1.57 -1.11 0.98 0.342
```

Summary:
net charge: +1
Kohn-Sham gap (alpha / beta): 8.02 / 8.02 eV
HOMO (alpha / beta): -13.468 / -13.469 eV

=====

2 is preferred energetically. Next in line: 35.5 kJ/mol higher.